{
  "formula": "C37H91Br3O24P6",
  "method": "the ωB97M-V functional and the def2-TZVPD basis",
  "e_tot_ha": -13040.90912,
  "de_lowest_kj_mol": 0.0,
  "homo_energy_ev": -10.081,
  "homo_lumo_gap_ev": 10.03,
  "max_force_ev_per_a": 3.10,
  "species": ["C", "C", "O", "P", "O", "O", "C", "C", "O", "C", "C", "H", "H", "H", "H", "H", "H", "H", "H", "H", "H", "H", "H", "H", "H", "H", "C", "C", "O", "P", "O", "O", "C", "C", "O", "C", "C", "H", "H", "H", "H", "H", "H", "H", "H", "H", "H", "H", "H", "H", "H", "H", "C", "C", "O", "P", "O", "O", "C", "C", "O", "C", "C", "H", "H", "H", "H", "H", "H", "H", "H", "H", "H", "H", "H", "H", "H", "H", "C", "C", "O", "P", "O", "O", "C", "C", "O", "C", "C", "H", "H", "H", "H", "H", "H", "H", "H", "H", "H", "H", "H", "H", "H", "H", "C", "C", "O", "P", "O", "O", "C", "C", "O", "C", "C", "H", "H", "H", "H", "H", "H", "H", "H", "H", "H", "H", "H", "H", "H", "H", "C", "C", "O", "P", "O", "O", "C", "C", "O", "C", "C", "H", "H", "H", "H", "H", "H", "H", "H", "H", "H", "H", "H", "H", "H", "H", "C", "Br", "Br", "Br", "H"],
  "positions_angstrom": [[2.82935, -6.33724, 1.17274], [1.31802, -6.65918, 1.12663], [0.64660, -5.71048, 0.19280], [0.52976, -6.25178, -1.30279], [1.69681, -6.82886, -1.96617], [-0.66130, -7.28012, -1.28396], [-0.83542, -8.31503, -2.32189], [-2.03351, -9.14742, -1.93886], [-0.05293, -5.03164, -2.08150], [-1.12465, -4.25402, -1.55209], [-2.46023, -4.93611, -1.40443], [3.14767, -6.81492, 2.08454], [3.38774, -6.71414, 0.32919], [3.03140, -5.29393, 1.32396], [1.20655, -7.69602, 0.73777], [0.84856, -6.52877, 2.07142], [-0.95597, -7.78192, -3.29290], [0.07136, -8.95026, -2.31219], [-2.11328, -9.96575, -2.67832], [-1.90516, -9.45620, -0.91469], [-2.90600, -8.42760, -1.98795], [-0.77908, -3.84581, -0.62695], [-1.14451, -3.46095, -2.28816], [-2.73157, -5.37754, -2.40826], [-2.49704, -5.80299, -0.66623], [-3.26711, -4.23658, -1.18558], [2.29533, -2.35889, -0.84942], [2.46518, -1.73235, -2.18325], [1.56373, -2.28849, -3.13822], [2.16014, -2.68020, -4.56008], [3.38246, -3.50021, -4.63761], [0.98911, -3.44285, -5.24555], [1.14230, -4.80866, -5.78943], [1.82682, -4.80891, -7.11708], [2.19201, -1.19990, -5.23925], [2.44785, -1.07373, -6.65977], [1.23232, -0.64466, -7.31245], [1.24190, -2.25697, -0.51788], [2.49087, -3.47642, -0.94786], [2.99557, -1.89209, -0.15131], [2.51075, -0.63432, -2.13307], [3.46660, -1.93717, -2.54621], [1.63287, -5.50935, -5.10823], [0.13178, -5.10087, -5.94359], [1.67775, -5.75773, -7.53526], [1.36686, -4.08471, -7.78195], [2.89960, -4.54235, -7.12091], [3.26018, -0.35513, -6.70662], [2.68806, -2.07950, -7.04650], [0.46279, -1.27751, -7.00024], [1.03640, 0.43414, -7.15576], [1.21253, -0.81620, -8.38267], [-0.57242, 7.23838, 0.84989], [-1.13382, 7.14591, 2.27607], [-0.15057, 6.46974, 3.17877], [-0.78383, 5.45959, 4.21608], [0.17340, 4.95633, 5.16208], [-2.02430, 6.33113, 4.75099], [-2.99406, 5.61073, 5.58291], [-4.25018, 5.34691, 4.85951], [-1.57631, 4.33964, 3.37044], [-0.86505, 2.96592, 3.39375], [-1.61972, 2.11978, 2.48010], [0.52258, 7.35009, 0.77095], [-0.80689, 6.37319, 0.21043], [-1.10788, 8.05027, 0.35293], [-1.18670, 8.18219, 2.65126], [-2.16598, 6.64075, 2.26332], [-2.51690, 4.77740, 6.00876], [-3.15719, 6.38514, 6.37095], [-4.59854, 6.29018, 4.47315], [-4.02882, 4.70326, 3.96488], [-5.03288, 4.88853, 5.48033], [0.13035, 3.19184, 2.94280], [-0.71745, 2.57606, 4.42809], [-1.51478, 2.47266, 1.46843], [-1.20909, 1.13591, 2.52837], [-2.65288, 2.09792, 2.71597], [1.83455, 2.87984, -5.12086], [1.82176, 1.90771, -3.96409], [0.75022, 2.09593, -3.05967], [-0.74829, 1.66063, -3.52690], [-1.18265, 2.07798, -4.88445], [-0.92768, 0.15531, -3.20229], [-1.35907, -0.78881, -4.28324], [-2.82494, -0.93086, -4.40066], [-1.54903, 2.31951, -2.29450], [-2.95537, 2.43850, -2.58598], [-3.70103, 2.93674, -1.38648], [1.91953, 3.90403, -4.77408], [2.72093, 2.65395, -5.74997], [1.01590, 2.76469, -5.82212], [1.79505, 0.92678, -4.37540], [2.71731, 2.08876, -3.42141], [-0.92740, -0.50073, -5.20850], [-0.86947, -1.68838, -3.94961], [-3.29445, 0.03581, -4.69295], [-2.88796, -1.60699, -5.22270], [-3.34199, -1.26028, -3.45435], [-3.03436, 3.18607, -3.43193], [-3.27039, 1.45039, -3.04193], [-4.76449, 2.77416, -1.45962], [-3.41471, 2.32997, -0.51114], [-3.57888, 4.02124, -1.10020], [1.58981, 0.75404, 1.35327], [0.95418, 1.47139, 0.22530], [0.81906, 2.85944, 0.44601], [2.13274, 3.73719, 0.46054], [3.30818, 3.10638, -0.15511], [1.62113, 5.00046, -0.30976], [1.82996, 5.13106, -1.72488], [0.81749, 6.05488, -2.40928], [2.30074, 4.24015, 1.93202], [3.44921, 5.07916, 2.32576], [4.17147, 4.31723, 3.42238], [2.63971, 0.96617, 1.39532], [1.06829, 0.96545, 2.31107], [1.53015, -0.35106, 1.22972], [1.51630, 1.38053, -0.67013], [-0.00643, 1.01632, 0.11734], [2.79988, 5.58626, -1.88185], [1.83359, 4.12827, -2.12823], [1.12012, 6.06720, -3.42583], [-0.24716, 5.74368, -2.44376], [0.78723, 7.10803, -2.11321], [4.02401, 5.29857, 1.43479], [3.06561, 5.97876, 2.65448], [5.21280, 4.69608, 3.51112], [3.61629, 4.47790, 4.32222], [4.30160, 3.26999, 3.08418], [2.00912, 1.86469, 5.74385], [1.79349, 0.50857, 5.19723], [0.31387, 0.36024, 5.16066], [-0.35817, -0.94659, 4.52053], [-0.14889, -1.25838, 3.08776], [0.19966, -2.09547, 5.51410], [0.49565, -3.44642, 4.93778], [-0.80129, -4.28197, 4.87511], [-1.86991, -0.69649, 4.81844], [-2.33570, -0.64928, 6.28522], [-3.47242, 0.30126, 6.27169], [1.51739, 2.68923, 5.17286], [1.60499, 1.86292, 6.75619], [3.08449, 2.07230, 5.87111], [2.22158, 0.34120, 4.19616], [2.20375, -0.26037, 5.85974], [0.93305, -3.41028, 3.97989], [1.15957, -3.86585, 5.66511], [-1.36173, -4.32886, 5.84281], [-1.51161, -3.87540, 4.09340], [-0.61327, -5.29757, 4.41291], [-2.61724, -1.64680, 6.59080], [-1.52951, -0.22524, 6.91101], [-3.03567, 1.31894, 6.12915], [-4.11898, 0.11015, 5.38912], [-3.95457, 0.28520, 7.24091], [-2.74787, -1.02477, 1.37027], [-2.50035, -0.68759, -0.57801], [-2.77790, -2.95558, 1.74846], [-4.29279, -0.19356, 2.25010], [-1.86563, -0.65281, 1.88006]],
  "mulliken_charge": [-1.2569, -0.3226, 0.0152, 0.4079, -0.8439, -0.1700, -0.1729, -1.1387, 0.1375, 0.7963, -1.3067, 0.4866, 0.3248, 0.2592, 0.2621, 0.3945, 0.2089, 0.3257, 0.3734, 0.2936, 0.2418, 0.1644, -0.4464, 0.2828, 0.2171, 0.3857, -0.8394, -0.1082, 0.3906, 0.4974, -0.8713, 0.0362, -0.0931, -1.4797, -0.3265, -0.3733, -0.9948, -0.1538, 0.1828, 0.5713, -0.2260, 0.5771, 0.2683, 0.4066, 0.5151, 0.3158, 0.2880, 0.4173, 0.3496, 0.2345, 0.1791, 0.4419, -1.0858, 0.0659, -0.3414, 0.5440, -0.7488, -0.3458, -0.2352, -0.9719, 0.0488, 1.0434, 0.3275, 0.2309, 0.1440, 0.4697, 0.2435, 0.1883, 0.2604, 0.3518, 0.3340, 0.1182, 0.3837, -0.8372, 0.3293, -0.0361, -1.0363, 0.6175, -1.6248, 0.2188, 0.8530, -0.2480, -0.8914, 0.6754, 0.8117, -1.5797, -0.2360, -0.0105, -0.9846, 0.2148, 0.4389, 0.3167, -0.1861, 0.5237, 0.0059, -0.2388, 0.4023, 0.5328, 0.1519, 0.2678, 0.0004, 0.4257, -0.0189, 0.2978, 0.0469, -0.6056, 0.4567, 0.1442, -0.8388, 0.0783, 0.4770, -1.5277, 0.2133, -0.7165, -1.1052, 0.6956, -0.9002, 0.0457, 0.7174, -0.4717, 0.2489, -0.2941, 0.5350, 0.1953, 0.3924, 0.5114, 0.4534, 0.4280, 0.2568, 0.2350, -0.9408, -0.1732, -0.0648, -0.0424, -0.0081, -0.3545, -0.2847, -0.6652, 0.2030, -0.2635, -0.8361, 0.0513, 0.3076, 0.4105, 0.1421, 0.4082, 0.2681, 0.3748, 0.2783, -0.0991, 0.3315, 0.3020, 0.2952, 0.0763, 0.1179, 0.4653, 1.5199, 0.1811, -0.1021, -0.0981, -1.7784]
}